A | Entry from the Open Molecules 2025 dataset: C6H14N2 as an isolated structure (ωB97M-V with the def2-TZVPD basis set).

Summary:
HOMO level (eV): -8.70
LUMO (eV): 0.29
2S+1: 1

Each line ends with the Löwdin charge.
Cartesian coordinates (Å):
C 2.7681 0.3759 -0.2659  -0.0552
C 1.3460 -0.2041 -0.1862  -0.4946
C 0.3049 0.9131 -0.3339  -0.1622
C -0.9976 0.2257 -0.4320  -0.3911
C -1.0437 -0.9079 0.5976  -0.3811
N -2.0102 -1.7840 0.3042  0.0888
C -2.2386 1.0961 -0.3257  -0.0577
N 1.0298 -0.8971 1.0281  0.0553
H 2.9132 0.9530 0.6550  0.0805
H 2.9033 0.9955 -1.1579  0.0796
H 3.5060 -0.4319 -0.2223  0.0708
H 1.2003 -0.8459 -1.0692  0.1437
H 0.5155 1.5777 -1.1812  0.1297
H 0.2995 1.5148 0.5781  0.1302
H 0.0189 -1.5034 0.5039  0.1148
H -2.2043 -2.4054 1.0744  0.0319
H -1.1030 -0.5371 1.6264  0.1369
H -2.2731 1.8566 -1.0918  0.0743
H -2.2600 1.6190 0.6373  0.0824
H -3.1356 0.4598 -0.3422  0.0797
H 1.5096 -1.8175 1.0109  0.1046
H -1.0490 -0.2531 -1.4077  0.1389

***

B | Entry from the Open Molecules 2025 dataset: C6H14N2 as an isolated structure (ωB97M-V with the def2-TZVPD basis set).

Summary:
HOMO level (eV): -7.73
LUMO (eV): -0.77
2S+1: 1

Each line ends with the Löwdin charge.
Cartesian coordinates (Å):
C 0.0359 -0.7206 -2.2092  -0.0713
C 0.9206 -0.3923 -0.9137  -0.4459
C 0.9977 1.1251 -0.4936  -0.1621
C -0.3175 1.6320 0.2043  -0.2453
N -1.6373 -1.1523 2.5727  0.0526
C -1.2098 0.0018 1.7789  -0.2672
C -1.4768 0.6973 0.3808  -0.0231
N 2.3808 -0.8926 -1.0643  -0.0278
H -0.9930 -0.1744 -2.2426  0.0939
H 0.6979 -0.4990 -3.1751  0.1088
H -0.0535 -1.7582 -2.2356  0.0169
H 0.4280 -0.9817 -0.1507  0.0755
H 1.9011 1.1884 0.1026  0.0861
H 1.2130 1.7925 -1.4203  0.1317
H 0.0527 1.7956 1.1739  0.0665
H -0.4326 2.6345 -0.2194  0.1071
H -2.5010 -1.4871 2.0994  0.0654
H -0.7376 -1.0426 1.6689  0.1088
H -0.9608 0.7431 2.4286  0.0752
H -2.4542 1.0352 0.1717  0.0684
H 2.6566 -1.0162 -0.0039  0.0937
H 2.2783 -1.9755 -1.2411  0.0920

***

Q: Which of them is the least stable? A: B.

***

A | Entry from the Open Molecules 2025 dataset: C6H14N2 as an isolated structure (ωB97M-V with the def2-TZVPD basis set).

Summary:
HOMO level (eV): -8.87
LUMO (eV): 0.92
2S+1: 1

Each line ends with the Löwdin charge.
Cartesian coordinates (Å):
C -1.9880 1.7916 -0.8089  -0.3025
C -1.4861 0.6022 -1.6189  -0.2203
C -0.8375 -0.5025 -0.7824  -0.1106
C 0.4871 -0.4689 -0.7000  -0.2385
N 1.2828 -1.5750 -0.1783  0.0085
C 1.5327 -0.7313 1.0184  -0.3312
C 2.7596 -1.2145 1.8247  -0.0966
N -2.9137 1.3141 0.2124  -0.0051
H -1.0510 2.1943 -0.3863  0.1029
H -2.4670 2.5443 -1.4350  0.1027
H -0.8375 0.8278 -2.4647  0.1041
H -2.3480 0.1318 -2.1112  0.1076
H -1.2185 -1.5183 -0.8083  0.1147
H 1.0275 0.3787 -1.1159  0.1267
H 2.0913 -1.6332 -0.7930  0.1089
H 1.7038 0.3547 1.0080  0.1117
H 0.6472 -0.7746 1.6504  0.1138
H 3.6784 -1.1514 1.2337  0.0653
H 2.7225 -2.2864 2.0300  0.0677
H 2.8354 -0.5972 2.7179  0.0682
H -2.5317 0.4196 0.4913  0.0414
H -3.0893 1.8940 1.0161  0.0604

***

B | Entry from the Open Molecules 2025 dataset: one molecule with the formula C6H14N2 (ωB97M-V with the def2-TZVPD basis set).

Summary:
HOMO level (eV): -8.18
SMILES: [H]/N=C\[C@@H](C)[C@@H](N)CC
LUMO (eV): 1.00
2S+1: 1

Each line ends with the Löwdin charge.
Cartesian coordinates (Å):
H 0.6010 1.3986 -2.5149  0.0246
N -0.0997 0.9019 -3.0734  0.0700
C -0.8420 0.1583 -2.3945  -0.1716
C -0.9270 -0.1170 -0.6819  -0.3135
C -1.5427 -1.4913 -0.4909  -0.0921
C 0.4509 0.0908 -0.1818  -0.3636
N 0.9465 1.4029 -0.3960  0.0289
C 0.2506 -0.3048 1.5326  -0.1777
C 1.3989 0.2694 2.3428  -0.1492
H -1.6192 -0.3818 -2.9456  0.0788
H -1.5951 0.6789 -0.3424  0.1305
H -1.9136 -1.6271 0.5228  0.0711
H -2.3897 -1.6148 -1.1643  0.0711
H -0.8154 -2.2719 -0.7093  0.0876
H 1.1542 -0.6391 -0.5901  0.1451
H 0.3815 2.1186 0.0443  0.0976
H 1.9206 1.5105 -0.1494  0.0859
H 0.2608 -1.3927 1.5832  0.0846
H -0.6994 0.0508 1.9367  0.0943
H 2.3589 -0.0212 1.9146  0.0693
H 1.3677 -0.0786 3.3771  0.0668
H 1.3523 1.3596 2.3800  0.0615

***

Q: Which of them is the least stable? A: A.

***

A | Entry from the Open Molecules 2025 dataset: one molecule with the formula C6H14N2 (ωB97M-V with the def2-TZVPD basis set).

Summary:
HOMO level (eV): -8.14
SMILES: C=CC[C@H](CN)NC
LUMO (eV): 1.03
2S+1: 1

Each line ends with the Löwdin charge.
Cartesian coordinates (Å):
C 1.0991 1.8528 2.3095  -0.0021
C 0.1921 0.9342 1.9699  -0.1872
C -0.6171 1.1144 0.7174  -0.1845
C -0.1647 -0.0077 -0.3472  -0.3535
C -1.0397 0.2961 -1.6116  -0.2189
N -0.2818 -0.1634 -2.8295  -0.0185
N -0.2353 -1.2937 0.2912  -0.1004
C 0.9449 -2.1243 0.2540  -0.1369
H 1.6427 1.9580 3.2416  0.0465
H 1.3201 2.6136 1.5860  0.0467
H -0.0252 0.0600 2.5585  0.0922
H -0.7919 2.0332 0.1500  0.0976
H -1.6802 0.9724 0.9867  0.1107
H 0.8412 0.3196 -0.6293  0.1404
H -0.9936 1.3909 -1.7913  0.1150
H -1.9844 -0.2468 -1.4658  0.1102
H -0.3387 -1.1585 -2.9964  0.0524
H -0.7271 0.3166 -3.5985  0.0474
H -1.0905 -1.8259 0.2648  0.1137
H 1.1077 -2.4996 -0.7408  0.0604
H 1.8603 -1.6360 0.6009  0.0735
H 0.9622 -2.9059 1.0798  0.0955

***

B | Entry from the Open Molecules 2025 dataset: one molecule with the formula C6H14N2 (ωB97M-V with the def2-TZVPD basis set).

Summary:
HOMO level (eV): -8.56
SMILES: C=CC[C@H](N)CNC
LUMO (eV): 1.08
2S+1: 1

Each line ends with the Löwdin charge.
Cartesian coordinates (Å):
C 2.4799 -2.2287 1.1437  -0.0219
C 1.8614 -1.2955 0.4847  -0.2058
C 0.3736 -1.2167 0.2729  -0.1901
C -0.3730 0.0816 0.5821  -0.3154
N -1.0499 -0.0995 1.9399  0.0315
C -1.5371 0.6837 -0.4335  -0.2026
N -1.0536 0.9198 -1.8062  -0.1489
C -0.3803 2.1749 -1.7550  -0.1956
H 3.6073 -2.3293 1.3053  0.0788
H 2.0240 -2.9536 1.8085  0.0565
H 2.2835 -0.4115 -0.0890  0.1261
H 0.3836 -1.4561 -0.8244  0.1243
H -0.1546 -1.9168 0.8305  0.0809
H 0.3251 0.9352 0.6899  0.1193
H -1.6647 -0.8745 1.8140  0.0472
H -1.6663 0.6094 2.1877  0.0261
H -2.3816 -0.0695 -0.6731  0.1216
H -2.0941 1.5860 0.0107  0.1265
H -0.4033 0.1133 -2.0391  0.1150
H -1.0988 3.0286 -1.5595  0.1003
H 0.0591 2.5065 -2.7459  0.0909
H 0.4599 2.2127 -1.1442  0.0356

***

Q: Which of them is the least stable? A: B.

***

A | Entry from the Open Molecules 2025 dataset: a 3-piece molecular cluster, C4H10O2 overall (ωB97M-V with the def2-TZVPD basis set).

Summary:
HOMO level (eV): -8.05
SMILES: C=CC=C.O.O
LUMO (eV): -0.01
2S+1: 1

Each line ends with the Löwdin charge.
Cartesian coordinates (Å):
C 2.3152 -0.3705 -1.6853  -0.0123
C 1.4663 0.1092 -0.7216  -0.1843
C 1.9380 1.3521 -0.1785  -0.2374
C 1.8179 1.9494 1.0582  -0.0058
H 3.3249 0.0641 -1.9120  0.0744
H 1.9338 -1.0894 -2.5015  0.0742
H 0.4214 -0.0554 -0.6954  0.0878
H 2.4020 2.1011 -0.9153  0.1211
H 1.2361 2.7973 1.2014  0.0211
H 2.1708 1.3818 1.9656  0.0642
O -4.5041 -1.0649 -0.2681  -0.0053
H -4.9815 -1.2724 -1.0494  0.0248
H -3.9862 -1.8132 -0.2561  -0.0142
O -1.7999 -1.7730 1.9854  -0.0441
H -1.2227 -1.0698 2.2805  0.0292
H -2.5319 -1.2465 1.6922  0.0067

***

B | Entry from the Open Molecules 2025 dataset: one molecule with the formula C4H10O2 (ωB97M-V with the def2-TZVPD basis set).

Summary:
HOMO level (eV): -10.13
SMILES: OCCCCO
LUMO (eV): 0.89
2S+1: 1

Each line ends with the Löwdin charge.
Cartesian coordinates (Å):
O 2.4540 0.9083 -0.7368  -0.1092
C 0.9827 0.9477 -0.9151  -0.2111
C 0.5119 -0.5926 -0.6878  -0.1639
C -1.0442 -0.7945 -0.4909  -0.1726
C -1.6331 -0.0377 0.7537  -0.2796
O -1.1626 -0.5571 1.9708  -0.0352
H 2.7049 1.7744 -0.3916  0.0702
H 0.3428 1.6968 -0.3196  0.1187
H 0.8262 1.2158 -1.9870  0.1048
H 1.0136 -1.1382 0.2141  0.1371
H 0.9142 -1.0498 -1.5683  0.0787
H -1.1164 -1.8858 -0.2461  0.1202
H -1.6181 -0.4737 -1.3145  0.0850
H -2.6163 -0.5262 0.7076  0.1078
H -1.7754 1.0251 0.5784  0.1065
H -1.9103 -0.5847 2.4951  0.0424

***

Q: Which of them is the least stable? A: A.

***

A | Entry from the Open Molecules 2025 dataset: one molecule with the formula C4H10O2 (ωB97M-V with the def2-TZVPD basis set).

Summary:
HOMO level (eV): -9.86
SMILES: COCCOC
LUMO (eV): 1.09
2S+1: 1

Each line ends with the Löwdin charge.
Cartesian coordinates (Å):
C 2.8428 -0.1692 -0.1749  -0.1222
O 1.5520 0.3382 -0.3189  -0.1896
C 0.6164 -0.3215 0.4902  -0.2169
C -0.6749 0.3331 0.1167  -0.2555
O -1.7805 -0.4154 0.5317  -0.1582
C -2.8364 0.1256 -0.2193  -0.1216
H 3.4792 0.4159 -0.8406  0.0898
H 3.1947 -0.0671 0.8627  0.0899
H 2.8804 -1.2320 -0.4597  0.0909
H 0.5493 -1.3990 0.2635  0.1364
H 0.8529 -0.2164 1.5593  0.1329
H -0.7372 1.3809 0.4628  0.1429
H -0.7187 0.3690 -0.9828  0.1157
H -3.5837 -0.6466 -0.4135  0.0933
H -3.2344 1.0128 0.2875  0.0931
H -2.4019 0.4918 -1.1647  0.0789

***

B | Entry from the Open Molecules 2025 dataset: a 2-piece molecular cluster, C4H10O2 overall (ωB97M-V with the def2-TZVPD basis set).

Summary:
HOMO level (eV): -9.46
LUMO (eV): 0.97
2S+1: 1

Each line ends with the Löwdin charge.
Cartesian coordinates (Å):
C -0.9231 1.0787 1.4286  -0.1089
O -0.6379 -0.2110 0.9155  -0.2118
C -0.4365 -0.2257 -0.4444  -0.2082
C 0.7296 1.3298 -1.1326  -0.0039
C 0.0264 -1.7015 -0.7495  -0.2114
O -0.9319 -2.7121 -0.4307  -0.0591
H -1.4158 1.7789 0.7385  0.0746
H -1.7593 0.8955 2.1663  0.1113
H 0.1090 1.5438 1.5433  0.1114
H -1.4049 -0.0302 -0.9364  0.1231
H 0.8122 2.4479 -0.9001  0.0480
H 0.4121 1.3484 -2.1748  0.0100
H 1.7668 0.9861 -1.0615  0.0133
H 0.2052 -1.8206 -1.8120  0.1130
H 0.9473 -1.9100 -0.1840  0.1201
H -1.1999 -2.6046 0.4852  0.0783

***

C | Entry from the Open Molecules 2025 dataset: a 2-piece molecular cluster, C4H10O2 overall (ωB97M-V with the def2-TZVPD basis set).

Summary:
HOMO level (eV): -8.20
LUMO (eV): 0.82
2S+1: 1

Each line ends with the Löwdin charge.
Cartesian coordinates (Å):
C 0.4410 2.0172 -0.4970  -0.0659
C 0.7044 0.5597 -0.8258  -0.2720
O -0.3176 -0.2556 -0.2804  -0.2833
C -0.0961 -1.6387 -0.4810  -0.1022
C -0.9144 -1.0451 2.5282  -0.0177
O -1.8287 -0.4928 1.7797  -0.0911
H -0.5285 2.3418 -0.8871  0.0814
H 1.2141 2.6429 -0.9554  0.0801
H 0.4615 2.1918 0.5835  0.0808
H 1.6765 0.2403 -0.4196  0.1256
H 0.7229 0.4041 -1.9138  0.1229
H 0.8521 -1.9568 -0.0249  0.0984
H -0.0909 -1.8587 -1.5539  0.0956
H 0.0761 -0.8617 2.0030  -0.0081
H -0.9073 -2.1947 -0.0018  0.0939
H -1.4650 -0.0937 0.9461  0.0617

***

D | Entry from the Open Molecules 2025 dataset: a 2-piece molecular cluster, C4H10O2 overall (ωB97M-V with the def2-TZVPD basis set).

Summary:
HOMO level (eV): -9.86
SMILES: CC(C)C=O.O
LUMO (eV): 0.83
2S+1: 1

Each line ends with the Löwdin charge.
Cartesian coordinates (Å):
C -1.6518 0.0152 0.5758  -0.0605
C -0.3656 0.8192 0.4214  -0.3894
C -0.4158 1.8666 -0.7107  -0.0726
C 0.7484 -0.1806 0.1132  -0.2585
O 1.5198 -0.6273 0.9262  0.0621
H -2.3136 0.5131 1.2886  0.0831
H -1.5041 -1.0108 0.9059  0.0787
H -2.2273 -0.0433 -0.3441  0.0746
H -0.0275 1.3593 1.3033  0.1349
H -0.8007 2.7813 -0.2458  0.0820
H -1.0215 1.5544 -1.5503  0.0746
H 0.5935 2.1695 -0.9705  0.0766
H 0.7320 -0.3736 -0.9939  0.1387
O 2.5398 -3.1668 -0.1734  -0.0656
H 1.8244 -2.9711 0.4489  0.0218
H 2.3698 -2.7049 -0.9946  0.0195

***

Q: Which of them is the least stable? A: C.

***

A | Entry from the Open Molecules 2025 dataset: one molecule with the formula C4H10O2 (ωB97M-V with the def2-TZVPD basis set).

Summary:
HOMO level (eV): -10.06
SMILES: CC(C)(O)CO
LUMO (eV): 0.75
2S+1: 1

Each line ends with the Löwdin charge.
Cartesian coordinates (Å):
C 0.5020 1.5817 0.0021  -0.0324
C 0.0661 0.1456 0.2646  -0.6318
C 1.2911 -0.7461 0.4891  -0.0276
O -0.7628 0.1224 1.4151  -0.0224
C -0.8110 -0.3360 -0.9004  -0.1907
O -1.4945 -1.5225 -0.4968  -0.0633
H -0.3659 2.2469 -0.0477  0.0869
H 1.1622 1.9365 0.7996  0.0888
H 1.0499 1.6458 -0.9460  0.0902
H 1.9924 -0.6875 -0.3519  0.0862
H 1.8105 -0.4118 1.3938  0.0877
H 1.0018 -1.7929 0.6287  0.0858
H -1.2610 -0.7063 1.3059  0.0861
H -1.5296 0.4607 -1.1323  0.1292
H -0.2113 -0.5415 -1.7959  0.1294
H -2.4399 -1.3950 -0.6280  0.0978

***

B | Entry from the Open Molecules 2025 dataset: a 2-piece molecular cluster, C4H10O2 overall (ωB97M-V with the def2-TZVPD basis set).

Summary:
HOMO level (eV): -8.71
LUMO (eV): 0.94
2S+1: 1

Each line ends with the Löwdin charge.
Cartesian coordinates (Å):
C -1.1369 0.2533 1.7913  -0.0552
O -0.3040 0.8461 0.7708  -0.2053
C -0.8943 1.0496 -0.3841  -0.1039
C 0.1376 1.6275 -1.3127  -0.1192
C 0.7534 -1.7941 -0.6372  -0.1713
O 1.2671 -1.4692 0.6340  -0.1211
H -1.9230 0.9597 2.0587  0.0897
H -1.5671 -0.6720 1.4093  0.0900
H -0.4850 0.0519 2.6411  0.0939
H -0.2629 -1.4046 -0.7923  0.0622
H -0.1970 2.6379 -1.5806  0.0765
H 0.1174 1.0535 -2.2466  0.0736
H 1.1604 1.6736 -0.9132  0.0760
H 0.7152 -2.8838 -0.7026  0.0829
H 1.3904 -1.4224 -1.4545  0.0818
H 1.2285 -0.5070 0.7188  0.0494

***

C | Entry from the Open Molecules 2025 dataset: a 2-piece molecular cluster, C4H10O2 overall (ωB97M-V with the def2-TZVPD basis set).

Summary:
HOMO level (eV): -8.36
LUMO (eV): 0.87
2S+1: 1

Each line ends with the Löwdin charge.
Cartesian coordinates (Å):
C 1.3022 1.6696 -0.7889  -0.0734
C 1.2682 0.2172 -0.3466  -0.2728
O -0.0838 -0.1626 -0.1220  -0.2440
C -0.2305 -1.4666 0.4037  -0.1268
C -2.4450 -0.7508 1.0722  -0.0646
O -2.6412 -0.1164 -0.0622  -0.0716
H 0.7352 1.8089 -1.7144  0.0784
H 2.3340 1.9923 -0.9687  0.0788
H 0.8728 2.3155 -0.0166  0.0784
H 1.8466 0.0887 0.5818  0.1213
H 1.7214 -0.4334 -1.1111  0.1236
H 0.3460 -1.5777 1.3296  0.1095
H 0.0322 -2.2225 -0.3399  0.1078
H -1.7121 -0.1783 1.6973  0.0334
H -1.3101 -1.7533 0.6653  0.0249
H -1.9546 0.5571 -0.2439  0.0972

***

Q: Which of them is the least stable? A: C.